[1]
{
  "formula": "C46H43N7OTi",
  "method": "wB97M-V/def2-TZVPD",
  "total_charge": 2,
  "homo_energy_ev": -11.753,
  "orbital_gap_ev": 5.4,
  "energy_ev": -83985.35080,
  "de_lowest_kj_mol": 0.0,
  "elements": ["Ti", "C", "O", "C", "C", "C", "C", "C", "C", "C", "N", "C", "C", "N", "C", "C", "C", "C", "N", "C", "C", "N", "C", "C", "C", "C", "H", "H", "H", "H", "H", "H", "H", "H", "H", "H", "H", "H", "H", "H", "C", "C", "C", "C", "C", "C", "C", "C", "N", "C", "C", "C", "C", "N", "C", "C", "C", "C", "C", "C", "C", "C", "H", "H", "H", "H", "H", "H", "H", "H", "H", "H", "H", "H", "H", "H", "H", "H", "H", "H", "H", "H", "H", "H", "H", "H", "N", "C", "C", "C", "C", "C", "C", "H", "H", "H", "H", "H"],
  "coordinates": [[-0.345, 0.184, 0.150], [-8.067, -0.706, 11.446], [-7.153, -1.685, 10.962], [-6.496, -1.438, 9.821], [-6.633, -0.273, 9.065], [-5.900, -0.123, 7.902], [-5.026, -1.117, 7.469], [-4.899, -2.281, 8.237], [-5.620, -2.442, 9.394], [-4.271, -0.909, 6.244], [-4.310, 0.176, 5.493], [-3.454, -0.068, 4.465], [-2.873, -1.315, 4.576], [-3.407, -1.843, 5.723], [-1.902, -1.796, 3.660], [-1.206, -3.015, 3.775], [-0.230, -3.321, 2.867], [0.033, -2.433, 1.821], [-0.642, -1.306, 1.649], [-1.587, -0.963, 2.570], [-2.183, 0.344, 2.442], [-1.752, 1.143, 1.418], [-2.166, 2.405, 1.387], [-3.074, 2.934, 2.303], [-3.556, 2.131, 3.304], [-3.090, 0.810, 3.402], [-8.483, -1.115, 12.360], [-8.869, -0.531, 10.726], [-7.553, 0.232, 11.666], [-7.304, 0.514, 9.375], [-5.999, 0.777, 7.311], [-4.230, -3.080, 7.938], [-5.530, -3.336, 9.996], [-3.214, -2.742, 6.128], [-1.425, -3.690, 4.592], [0.347, -4.231, 2.942], [0.819, -2.649, 1.113], [-1.756, 3.032, 0.609], [-3.373, 3.968, 2.212], [-4.262, 2.490, 4.041], [1.894, 3.207, -1.149], [0.481, 3.701, -1.307], [0.217, 5.067, -1.260], [-1.055, 5.562, -1.490], [-2.097, 4.693, -1.776], [-1.888, 3.321, -1.812], [-3.028, 2.392, -2.144], [-0.596, 2.849, -1.561], [-0.386, 1.420, -1.577], [-0.011, 0.869, -2.671], [0.219, 1.572, -3.964], [0.174, -0.620, -2.609], [0.438, -1.369, -3.868], [0.085, -1.138, -1.439], [0.251, -2.561, -1.289], [1.541, -3.089, -1.235], [2.761, -2.217, -1.378], [1.660, -4.461, -1.040], [0.538, -5.263, -0.904], [-0.731, -4.704, -0.951], [-0.897, -3.339, -1.140], [-2.269, -2.721, -1.206], [2.401, 3.746, -0.351], [2.454, 3.389, -2.070], [1.945, 2.144, -0.918], [1.033, 5.748, -1.051], [-1.234, 6.628, -1.458], [-3.089, 5.081, -1.975], [-3.967, 2.778, -1.748], [-2.884, 1.386, -1.746], [-3.149, 2.301, -3.226], [0.046, 2.640, -3.878], [-0.444, 1.165, -4.730], [1.242, 1.403, -4.306], [1.383, -1.041, -4.306], [-0.342, -1.148, -4.600], [0.480, -2.440, -3.700], [3.046, -2.110, -2.428], [3.608, -2.666, -0.863], [2.597, -1.220, -0.966], [2.648, -4.900, -0.993], [0.652, -6.329, -0.761], [-1.606, -5.333, -0.840], [-3.017, -3.401, -0.804], [-2.555, -2.490, -2.235], [-2.329, -1.791, -0.632], [1.202, 0.618, 0.692], [2.062, 1.253, 1.583], [1.566, 1.854, 2.746], [2.424, 2.498, 3.619], [3.786, 2.553, 3.351], [4.286, 1.948, 2.206], [3.434, 1.299, 1.329], [0.504, 1.804, 2.957], [2.029, 2.958, 4.516], [4.453, 3.063, 4.033], [5.347, 1.977, 1.997], [3.821, 0.821, 0.436]]
}

***

[2]
{
  "formula": "C46H43N8PSc",
  "method": "wB97M-V/def2-TZVPD",
  "total_charge": 1,
  "homo_energy_ev": -9.936,
  "orbital_gap_ev": 5.8,
  "energy_ev": -90302.95938,
  "elements": ["Sc", "C", "C", "C", "C", "C", "C", "N", "N", "C", "C", "C", "C", "C", "N", "H", "H", "H", "H", "H", "H", "H", "H", "H", "C", "C", "C", "C", "C", "C", "P", "C", "C", "C", "C", "C", "C", "C", "C", "C", "C", "C", "C", "H", "H", "H", "H", "H", "H", "H", "H", "H", "H", "H", "H", "H", "H", "C", "C", "C", "C", "N", "C", "C", "C", "C", "C", "C", "C", "H", "H", "H", "H", "H", "H", "H", "H", "C", "N", "C", "N", "C", "N", "C", "N", "C", "C", "H", "H", "H", "H", "H", "H", "H", "H", "H", "H", "H", "H"],
  "coordinates": [[0.064, -0.305, -0.505], [3.262, 3.049, -4.300], [2.520, 3.257, -3.146], [1.643, 2.283, -2.697], [1.495, 1.109, -3.426], [2.238, 0.891, -4.583], [3.126, 1.862, -5.012], [0.594, 0.111, -2.929], [0.084, -0.577, -3.826], [-0.850, -1.548, -3.391], [-1.390, -2.371, -4.361], [-2.352, -3.292, -3.975], [-2.734, -3.335, -2.646], [-2.128, -2.475, -1.742], [-1.193, -1.592, -2.101], [3.955, 3.805, -4.642], [2.629, 4.176, -2.587], [1.083, 2.435, -1.784], [2.127, -0.038, -5.125], [3.716, 1.694, -5.902], [-1.057, -2.270, -5.384], [-2.799, -3.956, -4.702], [-3.487, -4.028, -2.297], [-2.385, -2.497, -0.692], [-6.654, -1.354, 2.566], [-6.204, -1.412, 1.255], [-4.887, -1.090, 0.962], [-4.004, -0.721, 1.975], [-4.468, -0.656, 3.288], [-5.786, -0.971, 3.581], [-2.270, -0.383, 1.529], [-1.691, 0.833, 2.753], [-0.351, 0.625, 3.382], [0.159, 1.715, 4.359], [-0.401, 3.139, 4.143], [-1.455, 3.265, 3.026], [-2.238, 2.049, 2.679], [-1.378, -1.952, 1.764], [-1.761, -2.966, 2.642], [-1.184, -4.221, 2.533], [-0.258, -4.458, 1.524], [0.126, -3.431, 0.671], [-0.391, -2.130, 0.771], [-7.682, -1.598, 2.796], [-6.883, -1.696, 0.461], [-4.541, -1.112, -0.067], [-3.796, -0.346, 4.079], [-6.138, -0.917, 4.603], [-0.273, -0.380, 3.795], [0.297, 1.399, 5.390], [-0.571, 3.727, 5.042], [-2.084, 4.147, 3.133], [-3.176, 2.188, 2.144], [-2.533, -2.786, 3.381], [-1.477, -5.018, 3.204], [0.158, -5.451, 1.399], [0.832, -3.682, -0.119], [-2.649, 2.825, -2.530], [-2.489, 3.943, -1.725], [-1.669, 3.862, -0.616], [-0.997, 2.675, -0.321], [-1.150, 1.595, -1.123], [-1.959, 1.683, -2.182], [-0.161, 2.489, 0.883], [-0.271, 3.517, 1.978], [0.749, 3.433, 3.140], [1.343, 2.037, 3.402], [0.883, 0.934, 2.424], [0.419, 1.279, 1.043], [-3.292, 2.831, -3.398], [-3.006, 4.865, -1.954], [-1.551, 4.721, 0.027], [-2.075, 0.784, -2.775], [-0.320, 4.532, 1.586], [1.425, 4.278, 3.241], [2.384, 2.009, 3.717], [1.563, 0.088, 2.450], [3.285, 0.399, -0.390], [4.710, 0.145, -0.416], [5.040, -0.590, -1.637], [4.333, -1.875, -1.701], [2.910, -1.612, -1.677], [2.468, -0.864, -0.453], [2.920, -1.704, 0.718], [4.345, -1.956, 0.711], [5.063, -0.682, 0.738], [4.694, -2.662, -0.520], [3.023, 1.024, -1.240], [3.017, 0.922, 0.529], [6.114, -0.774, -1.666], [4.763, 0.013, -2.505], [2.362, -2.558, -1.710], [2.665, -1.023, -2.559], [2.390, -2.650, 0.688], [2.651, -1.187, 1.633], [6.136, -0.874, 0.730], [4.809, -0.146, 1.654], [4.164, -3.617, -0.551], [5.766, -2.857, -0.534]]
}

***

[3]
{
  "formula": "C46H44BrCl3LaN3O2P2Te",
  "method": "wB97M-V/def2-TZVPD",
  "total_charge": 2,
  "homo_energy_ev": [-12.243, -12.239],
  "orbital_gap_ev": [4.4, 5.0],
  "energy_ev": -191305.27170,
  "elements": ["La", "C", "C", "C", "C", "C", "C", "C", "Br", "C", "O", "C", "C", "C", "C", "C", "C", "H", "H", "H", "H", "H", "H", "H", "H", "H", "H", "H", "H", "H", "H", "H", "H", "H", "H", "H", "H", "Te", "C", "C", "C", "N", "C", "C", "C", "P", "C", "C", "C", "C", "C", "C", "C", "C", "C", "C", "C", "C", "P", "C", "C", "C", "C", "C", "C", "C", "C", "C", "C", "C", "C", "H", "H", "H", "H", "H", "H", "H", "H", "H", "H", "H", "H", "H", "H", "H", "H", "H", "H", "H", "H", "H", "H", "H", "H", "O", "N", "Cl", "C", "Cl", "Cl", "C", "N"],
  "coordinates": [[-0.102, -0.321, 0.373], [-5.131, -6.937, 0.954], [-3.614, -6.759, 0.900], [-3.024, -7.253, 2.229], [-3.063, -7.620, -0.245], [-3.210, -5.295, 0.684], [-1.873, -4.956, 0.593], [-1.552, -3.627, 0.428], [0.340, -3.158, 0.334], [-2.447, -2.573, 0.331], [-1.974, -1.311, 0.168], [-3.796, -2.908, 0.413], [-4.130, -4.255, 0.590], [-4.879, -1.819, 0.310], [-6.290, -2.398, 0.429], [-4.776, -1.115, -1.052], [-4.699, -0.800, 1.445], [-5.361, -7.994, 1.103], [-5.611, -6.623, 0.022], [-5.576, -6.384, 1.787], [-3.311, -8.295, 2.400], [-3.399, -6.655, 3.064], [-1.931, -7.200, 2.233], [-3.389, -8.656, -0.120], [-1.969, -7.615, -0.270], [-3.431, -7.262, -1.211], [-1.091, -5.706, 0.649], [-5.178, -4.508, 0.662], [-6.500, -3.123, -0.361], [-7.015, -1.587, 0.329], [-6.457, -2.874, 1.399], [-4.898, -1.836, -1.865], [-3.817, -0.615, -1.174], [-5.569, -0.365, -1.142], [-4.735, -1.301, 2.418], [-5.506, -0.060, 1.411], [-3.750, -0.271, 1.357], [3.824, 2.578, -0.225], [5.885, 2.628, -0.606], [6.636, 3.469, 0.196], [8.020, 3.429, 0.041], [8.636, 2.629, -0.834], [7.876, 1.837, -1.605], [6.491, 1.798, -1.532], [3.554, 0.534, -0.078], [2.941, -0.153, -1.556], [3.353, -1.850, -1.806], [4.630, -2.298, -1.473], [4.991, -3.603, -1.764], [4.092, -4.446, -2.410], [2.829, -3.991, -2.769], [2.450, -2.691, -2.469], [3.414, 0.765, -3.008], [4.373, 0.247, -3.880], [4.742, 0.974, -5.004], [4.137, 2.196, -5.272], [3.145, 2.691, -4.434], [2.780, 1.981, -3.299], [2.477, 0.264, 1.411], [3.232, 1.337, 2.681], [4.619, 1.325, 2.900], [5.172, 2.137, 3.878], [4.349, 2.956, 4.649], [2.975, 2.958, 4.448], [2.415, 2.151, 3.464], [2.849, -1.374, 2.114], [3.953, -2.154, 1.793], [4.185, -3.341, 2.479], [3.322, -3.743, 3.491], [2.222, -2.961, 3.824], [1.983, -1.785, 3.131], [6.186, 4.142, 0.920], [8.654, 4.068, 0.647], [8.402, 1.207, -2.316], [5.922, 1.145, -2.189], [5.339, -1.626, -1.002], [5.979, -3.961, -1.500], [4.381, -5.464, -2.643], [2.139, -4.645, -3.291], [1.471, -2.331, -2.754], [4.823, -0.720, -3.690], [5.493, 0.578, -5.676], [4.430, 2.759, -6.150], [2.645, 3.621, -4.670], [1.973, 2.345, -2.675], [5.254, 0.672, 2.307], [6.243, 2.126, 4.050], [4.782, 3.589, 5.415], [2.339, 3.591, 5.057], [1.343, 2.160, 3.301], [4.635, -1.831, 1.019], [5.052, -3.945, 2.235], [3.511, -4.665, 4.028], [1.556, -3.266, 4.622], [1.131, -1.168, 3.402], [0.684, 0.965, -0.999], [1.227, -0.154, -1.418], [-3.980, 1.003, 4.695], [-2.256, 0.911, 4.857], [-1.777, -0.495, 5.793], [-1.603, 2.378, 5.558], [-1.652, 0.755, 3.504], [-1.162, 0.621, 2.478]]
}

***

[4]
{
  "formula": "C46H44KN7P2SSeTe",
  "method": "wB97M-V/def2-TZVPD",
  "total_charge": -2,
  "homo_energy_ev": 0.700,
  "orbital_gap_ev": 2.9,
  "energy_ev": -177224.99072,
  "de_lowest_kj_mol": 0.0,
  "elements": ["K", "Te", "C", "C", "C", "N", "C", "C", "C", "P", "C", "C", "C", "C", "C", "C", "C", "C", "C", "C", "C", "C", "P", "C", "C", "C", "C", "C", "C", "C", "C", "C", "C", "C", "C", "H", "H", "H", "H", "H", "H", "H", "H", "H", "H", "H", "H", "H", "H", "H", "H", "H", "H", "H", "H", "H", "H", "H", "H", "C", "C", "C", "C", "N", "H", "H", "H", "H", "H", "H", "H", "H", "H", "N", "C", "S", "N", "C", "C", "C", "C", "C", "C", "H", "H", "H", "H", "H", "H", "H", "H", "Se", "N", "C", "C", "C", "C", "N", "C", "N", "H", "H", "H"],
  "coordinates": [[-0.167, -0.307, 0.316], [-1.392, 4.404, -1.898], [-2.452, 5.967, -0.948], [-3.682, 6.404, -1.416], [-4.339, 7.423, -0.736], [-3.858, 8.022, 0.352], [-2.674, 7.584, 0.795], [-1.942, 6.574, 0.192], [-0.867, 3.452, -0.060], [0.789, 2.855, -0.183], [1.226, 2.129, -1.836], [2.540, 2.183, -2.314], [2.896, 1.590, -3.516], [1.940, 0.934, -4.279], [0.631, 0.876, -3.829], [0.274, 1.456, -2.616], [1.754, 4.448, -0.161], [1.774, 5.087, 1.084], [2.286, 6.368, 1.233], [2.766, 7.053, 0.124], [2.730, 6.447, -1.121], [2.226, 5.156, -1.261], [-2.000, 2.019, 0.203], [-3.665, 2.829, 0.181], [-4.554, 2.492, -0.837], [-5.813, 3.079, -0.907], [-6.200, 4.008, 0.050], [-5.324, 4.346, 1.075], [-4.067, 3.759, 1.139], [-1.829, 1.732, 2.024], [-1.274, 2.661, 2.905], [-1.053, 2.325, 4.231], [-1.358, 1.045, 4.692], [-1.922, 0.117, 3.829], [-2.172, 0.471, 2.505], [-4.145, 5.937, -2.278], [-5.313, 7.763, -1.075], [-2.291, 8.074, 1.685], [-1.000, 6.243, 0.615], [3.295, 2.702, -1.740], [3.925, 1.636, -3.854], [2.216, 0.463, -5.214], [-0.124, 0.373, -4.420], [-0.755, 1.374, -2.277], [1.350, 4.567, 1.935], [2.291, 6.838, 2.210], [3.150, 8.061, 0.227], [3.071, 6.986, -1.996], [2.199, 4.707, -2.244], [-4.254, 1.752, -1.569], [-6.495, 2.803, -1.703], [-7.182, 4.465, 0.001], [-5.619, 5.074, 1.823], [-3.385, 4.030, 1.935], [-0.990, 3.636, 2.523], [-0.616, 3.054, 4.907], [-1.142, 0.770, 5.718], [-2.157, -0.888, 4.161], [-2.631, -0.255, 1.838], [1.889, 0.031, 2.400], [2.268, 1.323, 1.648], [2.808, 2.307, 2.697], [3.400, 0.997, 0.666], [1.064, 1.868, 1.009], [2.747, -0.322, 2.977], [1.608, -0.767, 1.713], [1.053, 0.218, 3.080], [3.633, 1.854, 3.258], [2.009, 2.568, 3.396], [3.178, 3.217, 2.225], [4.225, 0.497, 1.183], [3.791, 1.918, 0.223], [3.052, 0.340, -0.134], [0.765, -4.437, 0.695], [1.494, -4.228, -0.379], [1.902, -2.719, -1.008], [1.958, -5.343, -1.081], [2.271, -6.625, -0.627], [2.548, -7.601, -1.589], [2.899, -8.888, -1.218], [2.979, -9.241, 0.123], [2.718, -8.274, 1.080], [2.372, -6.976, 0.722], [-0.004, -3.677, 1.012], [0.412, -5.376, 0.822], [2.324, -5.088, -1.983], [2.479, -7.334, -2.637], [3.101, -9.625, -1.986], [3.241, -10.250, 0.414], [2.789, -8.524, 2.132], [2.209, -6.233, 1.487], [-2.086, -3.965, 2.775], [-3.628, -4.116, 1.752], [-3.443, -3.355, 0.666], [-4.374, -3.115, -0.356], [-4.016, -2.270, -1.443], [-2.771, -1.722, -1.497], [-1.812, -1.928, -0.526], [-2.134, -2.684, 0.521], [-1.236, -2.872, 1.527], [-5.355, -3.574, -0.297], [-4.728, -2.056, -2.234], [-2.471, -1.082, -2.326]]
}